{
  "formula": "C32H33AlN7O4S",
  "method": "ωB97M-V/def2-TZVPD",
  "charge": 1,
  "e_homo_ev": -10.96,
  "symbols": ["S", "Al", "O", "O", "O", "O", "N", "N", "N", "N", "N", "N", "N", "C", "C", "C", "C", "C", "C", "C", "C", "C", "C", "C", "C", "C", "C", "C", "C", "C", "C", "C", "C", "C", "C", "C", "C", "C", "C", "C", "C", "C", "C", "C", "C", "H", "H", "H", "H", "H", "H", "H", "H", "H", "H", "H", "H", "H", "H", "H", "H", "H", "H", "H", "H", "H", "H", "H", "H", "H", "H", "H", "H", "H", "H", "H", "H", "H"],
  "xyz": [[-1.5339, 0.3547, 2.0929], [-0.2028, -0.1067, -0.7652], [-1.7772, 3.5642, -0.5512], [2.6570, -1.3530, -1.9169], [-0.9732, 0.8664, -3.3167], [-0.2217, -2.0573, -1.0075], [2.8683, -0.0583, -3.7704], [-2.2137, 0.0881, -1.0597], [-0.7760, -0.6786, 1.1388], [0.9110, 0.0036, -2.4547], [-0.3263, 1.7726, -0.5596], [1.6505, 0.3490, 0.2849], [0.2569, -3.0883, -2.9770], [-4.8554, 0.7678, -1.4356], [-3.9125, 1.7505, -1.1825], [-1.5085, 2.3772, -0.6909], [-2.3381, -1.9852, 3.2444], [2.1624, -0.5013, -2.6552], [1.3870, 3.0752, 4.2481], [2.9590, 2.1805, 1.0532], [-2.5666, -0.0112, 4.6277], [0.2375, 0.6997, -3.4489], [-2.8899, -2.7523, 4.2633], [-3.1228, -0.8611, -1.2742], [4.2530, -0.4784, -3.9553], [3.8462, 1.3123, 1.6561], [0.9998, 1.1490, -4.5939], [0.8429, 2.5580, -0.2816], [2.5080, -0.4871, 0.8766], [0.5830, 0.8529, 3.8099], [-0.3794, 1.3988, 2.9686], [2.2790, 0.7657, -4.6935], [1.4700, 1.6996, 4.4495], [1.1665, -3.9902, -3.6915], [-3.1248, -0.7861, 5.6303], [1.8587, 1.6652, 0.3810], [-3.2802, -2.1560, 5.4513], [-0.8190, -2.4538, -3.7304], [0.4800, -2.8280, -1.7121], [-2.6000, 1.3690, -1.0007], [-4.4562, -0.5613, -1.4740], [-0.4660, 2.7641, 2.7476], [-2.1672, -0.6263, 3.4463], [3.6106, -0.0542, 1.5781], [0.4284, 3.6063, 3.3996], [2.2233, 1.2922, 5.1108], [-4.1577, 2.8009, -1.1210], [1.3178, -3.3725, -1.2698], [0.6283, -0.2176, 3.9733], [2.1759, -3.5832, -3.6821], [1.1672, -4.9799, -3.2375], [-0.1179, -1.2509, 1.6647], [4.2769, -0.7703, 2.0370], [0.5194, 1.7560, -5.3437], [4.7095, 1.6914, 2.1872], [2.9099, 1.0541, -5.5242], [-5.8923, 1.0311, -1.5959], [0.3690, 4.6749, 3.2420], [0.6112, 3.4136, 0.3583], [-2.0381, -2.4354, 2.3072], [-0.4028, -1.9070, -4.5771], [1.2766, 2.9662, -1.2052], [2.3033, -1.5435, 0.7564], [2.0759, 3.7342, 4.7599], [-3.7093, -2.7573, 6.2413], [-2.7570, -1.8797, -1.2762], [-1.5012, -3.2190, -4.0998], [-3.4346, -0.3202, 6.5556], [0.8244, -4.0816, -4.7181], [-1.2035, 3.1675, 2.0623], [4.4208, -0.7273, -5.0016], [4.9395, 0.3156, -3.6595], [3.0950, 3.2525, 1.1071], [-3.0151, -3.8172, 4.1219], [-1.3536, -1.7511, -3.0986], [4.4364, -1.3495, -3.3367], [-2.4358, 1.0526, 4.7687], [-5.1657, -1.3555, -1.6556]],
  "atomic_forces_ev_per_a": [[0.0, 0.1, -0.1], [0.4, -0.5, 0.6], [0.0, 0.0, 0.0], [0.1, 0.0, 0.2], [0.2, 0.2, -0.2], [0.2, 0.3, 0.0], [0.0, 0.1, 0.0], [0.0, 0.0, -0.1], [0.1, 0.0, -0.1], [-0.2, 0.0, -0.2], [-0.1, -0.1, 0.1], [-0.2, 0.0, -0.2], [0.0, 0.0, 0.0], [0.0, 0.0, 0.0], [0.0, 0.0, 0.0], [-0.1, 0.0, -0.1], [0.0, -0.1, 0.1], [-0.1, -0.1, -0.1], [0.0, 0.0, 0.0], [0.0, 0.0, 0.0], [0.0, -0.1, 0.0], [-0.3, -0.2, 0.1], [0.0, 0.0, 0.0], [0.0, 0.0, 0.0], [0.0, 0.0, 0.0], [0.0, 0.0, 0.0], [0.1, 0.1, 0.0], [0.0, 0.0, -0.1], [0.0, -0.2, -0.1], [0.0, 0.0, 0.0], [0.0, -0.1, 0.0], [0.0, 0.0, 0.0], [0.0, 0.0, 0.0], [-0.1, 0.0, 0.1], [0.0, 0.0, 0.0], [0.0, 0.1, 0.0], [0.0, 0.0, 0.0], [0.0, 0.0, 0.0], [-0.1, 0.0, 0.0], [0.1, 0.0, 0.0], [0.0, 0.0, 0.0], [0.0, 0.0, 0.0], [-0.1, 0.0, 0.0], [0.0, 0.0, 0.0], [0.0, 0.0, 0.0], [0.0, 0.0, 0.0], [0.0, 0.0, 0.0], [-0.1, 0.0, 0.0], [0.0, 0.0, 0.0], [0.0, 0.0, 0.0], [0.0, 0.0, 0.0], [0.0, 0.0, 0.0], [0.0, 0.0, 0.0], [0.0, 0.0, 0.0], [0.0, 0.0, 0.0], [0.0, 0.0, 0.0], [0.0, 0.0, 0.0], [0.0, 0.0, 0.0], [0.0, 0.0, 0.0], [0.0, 0.0, 0.0], [0.0, 0.0, 0.0], [0.0, 0.0, 0.0], [0.0, 0.0, 0.0], [0.0, 0.0, 0.0], [0.0, 0.0, 0.0], [0.0, 0.0, 0.0], [0.0, 0.0, 0.0], [0.0, 0.0, 0.0], [0.0, 0.0, 0.0], [0.0, 0.0, 0.0], [0.0, 0.0, 0.0], [0.0, 0.0, 0.0], [0.0, 0.0, 0.0], [0.0, 0.0, 0.0], [0.1, 0.0, -0.1], [0.0, 0.0, 0.0], [0.0, 0.1, 0.0], [0.0, 0.0, 0.0]]
}



{
  "formula": "C32H33BF3NO2S",
  "method": "ωB97M-V/def2-TZVPD",
  "e_homo_ev": -7.57,
  "symbols": ["S", "F", "F", "F", "O", "O", "N", "C", "C", "C", "C", "C", "C", "C", "C", "C", "C", "C", "C", "C", "C", "C", "C", "C", "C", "C", "C", "C", "C", "C", "C", "C", "C", "C", "C", "C", "C", "C", "C", "B", "H", "H", "H", "H", "H", "H", "H", "H", "H", "H", "H", "H", "H", "H", "H", "H", "H", "H", "H", "H", "H", "H", "H", "H", "H", "H", "H", "H", "H", "H", "H", "H", "H"],
  "xyz": [[-2.3896, -1.2112, -3.4565], [-5.9851, 2.3092, 0.2439], [-6.7668, 0.3013, -0.2414], [-6.0909, 0.7027, 1.7905], [0.4639, 0.3477, -1.2079], [0.5188, -1.6702, -0.0426], [0.6574, 1.2740, 1.9487], [1.3193, 5.3799, 1.5607], [0.1672, 4.8500, 0.9507], [2.7150, 0.5729, -1.9431], [-5.7921, 0.9770, 0.4691], [-4.3990, 0.5176, 0.1372], [1.1853, -1.0480, -3.1374], [-3.5934, 1.1968, -0.7906], [-0.7230, -0.6462, 2.4230], [2.4899, -2.7547, -1.0801], [-3.9608, -0.6633, 0.7478], [1.5407, -0.3850, -1.7891], [4.2197, 0.8779, 4.1441], [-2.1179, -3.0527, -1.7410], [2.1430, 4.5637, 2.3311], [-2.1979, -3.7224, -3.0017], [-2.3743, 0.6562, -1.1252], [2.1644, -0.2395, 3.4138], [0.6736, 2.6563, 1.7715], [-0.3970, 0.3519, 1.3039], [2.7487, -1.0113, 0.4684], [1.7992, 3.2216, 2.4359], [-2.3564, -2.8230, -4.0455], [-0.1757, 3.4860, 1.0489], [-2.0845, -1.6792, -1.8282], [3.7072, 2.1074, 3.7216], [1.7102, 0.9638, 2.8442], [-2.7641, -1.2072, 0.4047], [1.8238, -1.4766, -0.6235], [-2.0221, -0.7079, -0.7338], [-2.2042, -3.1096, -5.4636], [3.4308, -0.2835, 4.0110], [2.4768, 2.1448, 3.0891], [-0.0469, -0.3081, -0.0664], [2.3955, -0.1303, 0.9870], [0.8340, -0.2784, -3.8369], [2.0635, -1.5179, -3.6018], [0.4082, -1.8069, -2.9678], [3.0323, 4.9185, 2.8546], [1.5933, -1.1607, 3.3635], [-1.2360, -2.7545, -5.7838], [-2.9355, -2.5941, -6.0698], [3.4938, -2.4802, -1.4441], [-2.0245, -3.5782, -0.7740], [-1.0465, 3.0560, 0.5722], [3.7609, -0.8936, 0.1583], [2.8173, -1.8345, 1.1594], [-4.6019, -1.0618, 1.5607], [5.2222, 0.8153, 4.5878], [4.2435, 3.0426, 3.8761], [-2.1643, -4.8053, -3.1441], [3.8375, -1.2409, 4.3690], [-2.4814, -2.1762, 0.8287], [-1.6953, 1.2377, -1.7525], [-0.4535, 5.5201, 0.3650], [1.9724, -3.2916, -1.8758], [2.5777, -3.4204, -0.2173], [3.6511, 0.0227, -2.1304], [-0.3114, -0.4768, 3.4370], [2.8461, 1.2113, -1.0558], [1.5874, 6.4233, 1.4389], [-3.9395, 2.1192, -1.2461], [2.5830, 1.2409, -2.8020], [-2.2682, -4.1643, -5.6601], [-0.2072, -1.5427, 2.0668], [-1.7859, -0.8640, 2.5668], [-1.2812, 1.0067, 1.2281]],
  "atomic_forces_ev_per_a": [[0.3, 0.3, -0.2], [0.2, -1.3, 0.3], [1.2, 0.8, 0.5], [0.3, 0.7, -1.3], [-0.8, 0.3, 0.6], [-0.2, 1.5, 0.0], [-0.1, -0.1, -0.1], [0.0, -0.3, 0.1], [0.1, -0.5, 0.1], [0.4, 0.2, -0.2], [-1.5, 0.0, 0.5], [0.0, -0.2, -0.5], [-0.2, 0.3, 0.5], [-0.3, 0.0, 1.0], [0.2, -1.5, 0.2], [-0.3, -0.4, -0.6], [-0.9, 1.1, 1.6], [1.1, -1.1, 0.9], [-0.1, 0.1, 0.0], [0.7, -0.3, 0.5], [-0.5, -0.2, -0.2], [-0.5, 1.0, -0.3], [0.3, -0.7, -0.3], [0.3, -0.2, 0.0], [0.7, 0.4, 0.0], [-0.3, 2.5, 3.4], [-0.4, 0.3, 0.4], [-0.3, -0.1, -0.3], [0.5, -0.8, 2.0], [0.3, 0.5, -0.1], [0.9, -1.6, -0.6], [0.3, -0.5, 0.4], [0.5, 0.2, 0.0], [0.6, -0.8, -1.2], [0.0, 0.3, -1.2], [-3.1, 1.3, 0.7], [-0.2, 0.3, -0.9], [0.0, 0.4, 0.0], [-0.5, -0.8, -0.3], [2.2, -2.0, -1.6], [0.2, 0.1, -0.2], [-0.1, -0.2, 0.2], [-0.2, 0.1, 0.3], [0.2, 0.2, -0.3], [-0.3, 0.1, -0.3], [0.2, 0.2, -0.2], [0.4, 0.0, -0.3], [-0.3, 0.1, -0.3], [-0.3, -0.3, 0.1], [0.0, 0.3, -0.8], [-0.1, 0.3, -0.2], [0.7, 0.5, -0.6], [-0.3, -0.2, 0.6], [0.7, 0.0, -0.7], [-0.5, 0.0, -0.2], [0.1, -0.3, -0.1], [0.0, 0.4, 0.1], [-0.4, 0.5, -0.1], [-0.1, 0.3, -0.3], [-0.3, -0.5, -0.3], [0.0, -0.1, 0.1], [-0.1, 0.1, 0.0], [0.1, 0.0, -0.2], [-0.3, 0.1, 0.1], [-0.3, 0.6, -0.8], [-0.1, -0.3, -0.2], [-0.2, 0.0, -0.1], [0.2, 0.0, 0.2], [-0.2, -0.1, 0.1], [-0.1, -0.5, -0.1], [-0.4, -0.5, 0.5], [0.3, 0.1, -0.2], [0.4, 0.0, -0.2]]
}



{
  "formula": "C32H33CrN7O4",
  "method": "ωB97M-V/def2-TZVPD",
  "multiplicity": 2,
  "charge": 1,
  "e_homo_ev": [-10.32, -10.31],
  "s_squared": 0.7784,
  "symbols": ["Cr", "O", "O", "O", "O", "N", "N", "N", "N", "N", "N", "N", "C", "C", "C", "C", "C", "C", "C", "C", "C", "C", "C", "C", "C", "C", "C", "C", "C", "C", "C", "C", "C", "C", "C", "C", "C", "C", "C", "C", "C", "C", "C", "C", "H", "H", "H", "H", "H", "H", "H", "H", "H", "H", "H", "H", "H", "H", "H", "H", "H", "H", "H", "H", "H", "H", "H", "H", "H", "H", "H", "H", "H", "H", "H", "H", "H"],
  "xyz": [[0.1911, 0.3341, 0.1455], [0.3553, -6.1189, -2.8504], [-1.3458, -5.9382, -4.3966], [0.7881, -1.4770, -0.5595], [-0.6145, -0.2637, -1.6742], [-1.8793, 4.6065, 0.4411], [-1.5809, -0.5430, 0.8836], [1.6247, 0.6476, -3.2556], [1.7269, 1.9511, -3.8409], [-0.6753, 2.3323, 0.3488], [0.7082, 0.0131, 1.9318], [2.1781, 1.0439, 0.1113], [-2.2626, 3.7960, 1.5909], [-2.6984, -0.8689, 0.2704], [4.1150, -1.0385, 3.0959], [-1.4245, 2.4927, 1.6271], [4.2668, 0.4410, 1.2103], [-1.5089, -0.7296, 2.2347], [-1.8070, -3.5579, -4.0344], [-0.4012, -2.5654, -2.3240], [-1.2682, -0.8841, 4.9853], [2.8661, 0.4470, 1.1306], [-3.8236, -1.3649, 0.9514], [0.2922, 3.4554, 0.2509], [-3.7792, -1.5106, 2.3087], [-2.2392, 3.9021, -0.7853], [-0.2686, -0.4049, 2.8388], [4.9668, 1.2064, 0.2525], [-0.1703, -0.4582, 4.2076], [2.7058, -0.9631, 3.0655], [2.0753, -0.1913, 2.1216], [-0.4338, 4.8037, 0.4783], [0.2676, -3.7819, -2.0994], [-0.4322, -6.8545, -3.7861], [-1.6454, 2.4708, -0.7745], [2.8670, 1.7503, -0.7621], [-2.5922, -1.1872, 3.0031], [-0.0506, -1.3946, -1.5047], [-0.1275, -4.8446, -2.8594], [-2.4468, -1.2627, 4.4077], [-1.4140, -2.4596, -3.2683], [4.8873, -0.3297, 2.2219], [-1.1461, -4.7385, -3.8010], [4.2639, 1.8816, -0.7054], [0.2118, -7.2951, -4.5463], [-0.6947, 2.4979, 2.4373], [2.3190, 2.2094, -1.5731], [1.0832, 3.3002, 0.9830], [-3.3259, 3.8655, -0.8642], [0.7315, 3.4179, -0.7454], [-2.1069, 4.3801, 2.4981], [1.0521, -3.8565, -1.3596], [0.7458, -0.1529, 4.6939], [-3.3264, 3.5687, 1.5116], [-0.1811, 5.2276, 1.4506], [-3.2812, -1.6013, 5.0080], [-2.5911, -3.4902, -4.7751], [-0.1524, 5.5276, -0.2867], [0.7967, 2.3500, -3.8571], [-1.1268, 2.2350, -1.7045], [-4.6428, -1.8610, 2.8607], [-2.7172, -0.7188, -0.8013], [2.0547, 1.9170, -4.8019], [-1.1659, -0.9129, 6.0621], [4.7634, 2.4894, -1.4470], [1.1247, -0.0035, -3.8542], [-4.7127, -1.6092, 0.3874], [5.9677, -0.3650, 2.2718], [4.5827, -1.6716, 3.8381], [2.5653, 0.2969, -3.1237], [-2.0774, 1.6376, 1.7696], [-1.8661, 4.4832, -1.6296], [-0.9914, -7.6338, -3.2660], [2.1292, -1.5475, 3.7681], [-1.9016, -1.5034, -3.4037], [-2.4243, 1.7228, -0.6289], [6.0481, 1.2519, 0.2942]],
  "atomic_forces_ev_per_a": [[-0.3, 0.4, 0.5], [0.0, 0.0, 0.0], [0.0, 0.0, -0.1], [0.0, -0.1, -0.1], [-0.1, 0.3, 0.5], [0.0, 0.1, 0.0], [-0.1, -0.2, 0.1], [0.1, 0.1, -0.1], [0.0, 0.0, 0.0], [-0.2, -0.3, -0.1], [-0.2, -0.2, -0.5], [0.3, 0.0, -0.1], [0.1, 0.0, -0.1], [0.1, 0.1, 0.0], [0.0, 0.0, 0.0], [-0.1, 0.1, 0.1], [-0.1, 0.0, 0.0], [0.0, -0.1, 0.1], [0.0, 0.0, 0.0], [0.0, 0.0, -0.1], [-0.1, 0.0, 0.0], [0.0, 0.1, 0.1], [-0.1, 0.0, 0.0], [0.0, 0.1, 0.0], [0.0, 0.0, 0.0], [0.1, 0.0, 0.1], [0.1, 0.1, 0.0], [-0.1, 0.0, 0.0], [0.1, 0.0, 0.0], [-0.1, 0.0, 0.0], [0.0, -0.1, -0.1], [-0.1, -0.1, 0.0], [0.1, 0.0, 0.0], [0.0, -0.2, 0.0], [-0.1, 0.1, 0.0], [-0.1, -0.1, 0.0], [0.0, 0.1, -0.1], [0.3, -0.2, 0.1], [0.0, 0.0, 0.0], [0.0, 0.0, 0.1], [0.0, 0.0, 0.0], [0.0, 0.0, 0.0], [0.0, 0.0, 0.1], [0.1, 0.0, 0.0], [0.0, 0.1, 0.0], [0.0, 0.0, 0.0], [0.0, 0.0, 0.0], [0.0, -0.1, 0.0], [0.0, 0.0, 0.0], [0.0, 0.0, 0.0], [0.0, 0.0, 0.0], [0.0, 0.0, 0.0], [0.0, 0.0, 0.0], [0.0, 0.0, 0.0], [0.0, 0.0, 0.0], [0.0, 0.0, 0.0], [0.0, 0.0, 0.0], [0.0, 0.0, 0.0], [0.0, 0.0, 0.0], [0.0, 0.0, 0.0], [0.0, 0.0, 0.0], [0.0, 0.0, 0.0], [0.0, 0.0, 0.0], [0.0, 0.0, 0.0], [0.0, 0.0, 0.0], [0.1, 0.0, 0.0], [0.0, 0.0, 0.0], [0.0, 0.0, 0.0], [0.0, 0.0, 0.0], [0.0, 0.0, 0.0], [0.0, 0.0, 0.0], [0.0, 0.0, 0.0], [-0.1, 0.1, 0.0], [0.0, 0.0, 0.0], [0.0, 0.0, 0.0], [0.0, 0.0, 0.0], [0.0, 0.0, 0.0]]
}



Molecular weight list, top to bottom, in g mol⁻¹: 638.7, 563.5, 631.7
ΔE to the lowest compared entry with this formula, charge and spin list, top to bottom, in kcal per mole: 15.7, 78.5, 5.3